Below is a molecular structure, C43H42BMnN11Si, with properties calculated with ωB97M-V with the def2-TZVPD basis set.

The geometry in ORCA input format:
```
! wB97M-V def2-TZVPD RIJCOSX def2/J DEFGRID3
* xyz 2 2
Mn -0.96615 0.55538 0.05986
C -5.85619 -1.40335 -1.02344
C -4.74660 -0.40931 -1.08298
C -4.71318 0.84617 -1.68067
C -3.41950 1.32452 -1.45802
N -2.74061 0.42433 -0.75788
N -3.53669 -0.63782 -0.53475
B -2.85127 -1.87405 0.10219
N -2.33737 -1.52175 1.50714
N -1.43931 -0.51972 1.63518
C -1.14135 -0.40000 2.92625
C -1.88279 -1.33116 3.65782
C -2.62695 -2.03030 2.72178
C -3.59587 -3.14622 2.92231
C -0.13292 0.58357 3.33214
C -0.17809 1.22072 4.56861
C 0.77834 2.17021 4.89690
C 1.78784 2.49457 3.99796
C 1.84877 1.85313 2.76836
C 0.89682 0.89866 2.45018
N -1.59805 -2.14473 -0.80908
N -0.60444 -1.23802 -0.88991
C 0.20290 -1.64643 -1.87817
C -0.27914 -2.83399 -2.43320
C -1.42860 -3.12355 -1.72206
C -2.37645 -4.26305 -1.88206
C 1.43757 -0.93475 -2.21733
C 1.93023 -1.00768 -3.58887
C 2.89097 -0.18376 -4.02268
C 3.55695 0.85454 -3.18373
C 3.28103 0.68829 -1.66344
C 2.10710 -0.17711 -1.28477
C -2.65660 2.50819 -1.88198
C -3.18658 3.79307 -1.85640
C -2.38779 4.88080 -2.18185
C -1.05743 4.69685 -2.54103
C -0.52506 3.41577 -2.58318
C -1.32050 2.32605 -2.25422
H -6.75680 -0.97573 -1.45681
H -5.60705 -2.30788 -1.57946
H -6.07290 -1.69240 0.00486
H -5.50878 1.31969 -2.23048
H -3.57250 -2.82002 0.12856
H -1.86361 -1.49786 4.72190
H -3.65087 -3.39841 3.97856
H -4.59481 -2.86645 2.58682
H -3.29695 -4.03753 2.37050
H -0.97755 0.99026 5.26196
H 0.73285 2.66644 5.85724
H 2.52902 3.23754 4.26120
H 2.65132 2.07983 2.07661
H 0.99242 0.32049 1.52899
H 0.15515 -3.42130 -3.22480
H -1.96327 -4.98876 -2.57868
H -2.56643 -4.76121 -0.93253
H -3.33357 -3.92025 -2.27698
H 1.43727 -1.68842 -4.26909
H 3.16677 -0.21376 -5.07171
H 3.33130 1.82928 -3.62211
H 3.22268 1.65086 -1.15455
H 1.64291 -0.04935 -0.31193
H -4.22139 3.94052 -1.57225
H -2.80484 5.87898 -2.15813
H -0.44649 5.54947 -2.80646
H 0.49912 3.26421 -2.90260
H -0.93148 1.31255 -2.36052
C 5.94232 -0.19446 -3.75858
C 5.08638 0.66052 -2.87448
C 4.70473 0.07108 -1.49880
C 4.59596 -1.43430 -1.54727
C 5.20161 -2.13787 -2.51410
C 6.02583 -1.50736 -3.55233
Si 3.15948 -2.07359 -0.63351
C 2.87648 -1.90495 1.16717
C 1.79683 -2.57675 1.75112
C 1.59252 -2.50957 3.12188
C 2.47188 -1.78856 3.91694
C 3.55090 -1.12190 3.34815
C 3.75199 -1.17513 1.97923
H 6.48850 0.27580 -4.56731
H 5.53863 1.64400 -2.75291
H 5.27786 0.41555 -0.63634
H 5.06266 -3.21258 -2.57860
H 6.63786 -2.13794 -4.18286
H 2.49507 -3.24167 -1.22103
H 1.11464 -3.15511 1.13560
H 0.75620 -3.03061 3.56924
H 2.32343 -1.75177 4.98858
H 4.23522 -0.56363 3.97324
H 4.60471 -0.66031 1.54918
N -3.15244 4.08175 3.24197
N -2.32162 3.64760 2.23076
N -1.39778 4.42320 1.71276
C -0.78534 3.58005 0.89680
N -1.33115 2.36182 0.95148
N -2.32929 2.42411 1.82190
H -3.32049 5.07222 3.10393
H -4.01837 3.55669 3.19047
H 0.04023 3.85484 0.26462
*
```

Total energy (hartree): -3730.97543
Orbital gap (alpha / beta) (eV): 7.2779 / 7.0408
Largest force on an atom (hartree/bohr): 0.00900
Molar mass (Da): 806.72